ORCA calculation (the ωB97M-V functional and the def2-TZVPD basis) on a single C5H8O molecule.

Each line ends with the Mulliken charge.
Positions of all 14 atoms, in Å:
O: 1.44617 0.43138 1.24249  -0.499
C: -0.62760 1.08956 -0.01424  -0.795
C: -0.28803 0.38459 -1.36795  -0.530
C: 0.43234 -0.75873 -0.65718  -0.439
C: 0.30134 0.04238 0.58830  0.864
C: -0.25973 -1.31999 0.58785  -0.886
H: -1.69464 1.07495 0.28305  0.278
H: -1.32742 -1.51790 0.62800  0.241
H: 1.37238 -1.25735 -0.95260  0.295
H: 1.20222 0.49591 2.16529  0.358
H: -1.13239 0.14459 -2.00166  0.322
H: 0.46463 1.03120 -1.85487  0.229
H: -0.26111 2.12014 0.14978  0.277
H: 0.37186 -1.96073 1.20374  0.285

Values from the calculation:
max |F|: 0.976 eV/Å
energy: -270.470668 Ha
spin multiplicity: 1
energy relative to the best compared isomer or geometry (same formula, charge and spin): 54.7 kcal/mol
HOMO: -0.33907 Ha
gap between HOMO and LUMO: 10.2 eV